[1]
155
Properties=species:S:1:pos:R:3:forces:R:3:mulliken_charge:R:1 method="wB97M-V/def2-TZVPD" homo_ev=-7.250 spin_multiplicity=1 charge=0 e_lumo_ev=0.107 total_energy_ev=-273609.9680
C 0.829 -6.095 -1.535 0.1 0.2 0.3 -1.250
C -0.072 -4.893 -1.313 0.0 -0.4 -0.4 0.350
O -0.116 -4.597 0.104 -0.1 0.5 -0.6 -0.233
P -0.377 -3.100 0.568 0.6 -0.1 1.0 0.775
O -0.248 -2.999 2.029 -0.2 0.0 0.2 -0.958
C 0.798 -1.964 -0.221 -0.2 -0.8 0.0 1.090
C 2.247 -2.483 -0.269 0.1 0.2 0.0 -0.533
C 3.168 -1.894 -1.380 0.0 -0.1 0.0 -1.430
P 2.495 -0.427 -2.292 0.5 0.2 -0.1 0.261
C 3.337 0.859 -1.152 -0.2 0.3 0.0 -1.373
C 2.430 1.165 0.050 0.2 0.2 -0.1 0.280
C 3.049 0.986 1.421 0.1 -0.3 0.1 0.173
F 3.787 -0.181 1.463 -0.1 0.2 -0.1 -0.305
Br 1.640 0.775 2.741 0.0 0.1 0.1 -0.029
C 4.037 2.082 1.892 0.0 -0.1 0.3 0.575
F 4.440 1.818 3.156 0.0 0.1 -0.4 -0.215
F 5.146 2.035 1.111 -0.3 0.0 0.1 -0.189
Br 3.312 3.867 1.823 0.0 -0.1 0.0 -0.093
P 1.318 -1.963 -3.657 -0.1 -0.8 0.2 0.350
O -0.154 -1.217 -3.825 0.3 -0.2 0.2 -0.353
Cl 2.320 -1.755 -5.472 -0.3 0.3 0.1 -0.346
O -1.831 -2.745 0.018 0.3 0.0 0.0 -0.480
C -2.542 -1.656 0.653 -0.5 0.3 -0.3 0.128
C -2.084 -0.275 0.188 0.2 0.0 0.4 -0.894
H 1.873 -5.785 -1.590 0.0 -0.1 0.0 0.276
H 0.738 -6.773 -0.686 -0.1 -0.1 -0.1 0.159
H 0.566 -6.620 -2.450 0.0 0.0 0.0 0.416
H -1.081 -5.088 -1.678 -0.1 0.0 0.2 0.433
H 0.322 -4.046 -1.879 -0.1 0.1 0.1 -0.238
H 0.745 -1.120 0.466 -0.2 0.1 -0.2 -0.835
H 0.401 -1.694 -1.198 0.0 0.1 0.0 -0.083
H 2.712 -2.254 0.688 -0.1 -0.1 0.1 0.334
H 2.260 -3.569 -0.349 0.0 0.0 -0.1 0.515
H 3.401 -2.654 -2.124 -0.1 0.0 -0.1 0.557
H 4.118 -1.595 -0.945 0.0 0.0 0.0 0.820
H 1.222 0.077 -1.922 -0.1 0.0 -0.2 -0.049
H 3.085 0.141 -3.447 0.0 -0.2 0.0 0.043
H 3.481 1.766 -1.746 -0.1 0.0 0.0 0.458
H 4.332 0.534 -0.858 0.0 -0.1 0.0 0.572
H 2.047 2.181 -0.020 -0.1 0.0 0.1 0.704
H 1.545 0.524 0.035 0.1 0.1 0.0 -0.980
H -0.810 -1.904 -3.597 -0.2 0.4 -0.4 0.308
H -3.589 -1.805 0.398 0.0 -0.1 -0.1 0.170
H -2.460 -1.733 1.737 0.1 -0.2 0.0 0.483
H -2.940 0.397 0.123 -0.1 0.0 -0.1 0.218
H -1.572 -0.317 -0.773 -0.2 0.0 -0.1 0.150
H -1.399 0.167 0.915 0.1 0.0 -0.1 0.044
C 4.485 7.603 -0.053 0.1 0.0 0.1 -0.435
C 3.283 7.168 0.641 0.0 -0.1 0.2 0.382
N 2.371 6.795 1.232 0.0 0.1 -0.1 -0.514
H 4.336 7.578 -1.128 0.0 0.0 0.0 -0.020
H 4.725 8.619 0.245 0.0 0.0 -0.1 0.244
H 5.312 6.942 0.203 0.0 0.0 0.0 0.300
C -3.324 -4.663 2.538 0.0 -0.1 0.1 0.285
C -4.712 -4.223 2.578 -0.1 0.0 0.0 0.391
N -5.806 -3.875 2.598 0.2 -0.1 0.1 -0.484
H -3.272 -5.689 2.177 0.0 0.0 0.0 0.178
H -2.753 -4.024 1.874 0.1 0.0 0.0 -0.699
H -2.885 -4.605 3.533 0.0 0.0 0.0 0.303
C 6.775 -0.443 -5.901 0.0 -0.1 0.0 -0.826
C 5.938 -0.771 -4.760 -0.1 -0.1 0.1 0.413
N 5.288 -1.036 -3.851 0.2 0.0 0.1 -0.314
H 6.246 -0.634 -6.833 -0.1 0.0 0.0 0.302
H 7.028 0.611 -5.846 0.0 0.0 -0.1 0.264
H 7.686 -1.037 -5.872 -0.1 0.0 -0.1 0.166
C -1.084 -0.383 -6.790 0.0 0.1 0.1 0.014
C -1.463 -0.919 -8.091 0.0 -0.1 -0.1 0.217
N -1.763 -1.333 -9.119 0.0 0.0 0.1 -0.388
H -0.108 -0.748 -6.478 0.0 0.0 -0.1 -0.126
H -1.050 0.705 -6.841 0.0 0.0 0.0 0.301
H -1.810 -0.685 -6.039 0.0 0.0 0.0 -0.008
C -5.494 0.285 3.233 -1.7 -1.0 -3.3 0.600
C -4.253 -0.216 3.801 -12.1 -4.1 -3.4 0.891
N -3.261 -0.594 4.245 0.2 -15.7 3.4 -0.286
H -6.038 0.863 3.978 0.0 -0.5 -0.6 -0.043
H -5.269 0.914 2.372 -0.3 -0.2 -0.2 -0.660
H -6.106 -0.553 2.910 -0.2 0.1 -0.3 0.013
C -4.125 0.284 -3.053 0.0 0.0 0.0 -0.884
C -3.444 -0.971 -3.332 0.0 -0.1 0.0 0.644
N -2.909 -1.964 -3.541 0.0 0.0 0.0 -0.589
H -4.683 0.603 -3.931 0.0 0.0 0.0 0.409
H -4.810 0.151 -2.218 0.0 0.0 0.0 0.175
H -3.391 1.047 -2.796 0.0 0.0 0.0 0.260
C 6.054 3.427 -2.798 -0.1 -0.4 0.2 -0.747
C 5.907 2.936 -4.160 0.0 -0.1 0.0 0.464
N 5.792 2.523 -5.225 -0.1 0.2 -0.1 -0.527
H 7.013 3.926 -2.679 -0.1 0.1 0.0 0.420
H 5.253 4.131 -2.577 0.2 -0.3 0.1 0.239
H 6.002 2.589 -2.103 0.0 -0.1 0.0 0.145
C -6.737 2.134 7.688 0.0 0.0 0.0 -0.902
C -7.256 1.532 6.470 -0.2 -0.1 -0.2 0.469
N -7.665 1.063 5.504 -0.2 0.2 0.3 -0.448
H -5.683 2.366 7.548 0.0 -0.1 0.0 0.245
H -7.282 3.051 7.905 0.0 0.0 0.0 0.321
H -6.852 1.445 8.523 0.0 0.0 0.0 0.285
C 4.320 6.942 -4.730 0.0 0.0 0.0 -0.869
C 5.180 6.512 -3.636 0.1 0.2 -0.1 0.532
N 5.866 6.173 -2.780 -0.1 0.7 0.0 -0.509
H 3.359 7.271 -4.337 0.0 0.0 0.0 0.296
H 4.789 7.766 -5.263 0.0 0.0 0.0 0.312
H 4.161 6.114 -5.418 0.0 0.0 0.0 0.297
C -8.360 -0.641 -0.421 -0.1 0.0 -0.1 -1.088
C -7.073 -1.072 0.105 0.0 0.0 0.2 0.372
N -6.087 -1.400 0.593 0.1 0.0 -0.4 -0.235
H -8.903 -0.100 0.352 0.0 0.0 0.0 0.303
H -8.225 0.002 -1.289 0.0 0.0 0.0 0.340
H -8.943 -1.514 -0.704 -0.1 0.0 0.0 0.320
C 2.773 11.220 2.020 0.0 0.0 0.0 -0.809
C 3.088 10.882 0.639 0.0 -0.1 -0.1 0.407
N 3.335 10.592 -0.444 0.0 0.1 0.1 -0.406
H 3.641 11.671 2.497 0.0 0.0 0.0 0.272
H 1.944 11.925 2.046 0.0 0.0 0.0 0.307
H 2.491 10.317 2.560 0.0 0.0 0.0 0.264
C -9.016 -3.750 3.373 0.0 0.0 0.0 -0.409
C -9.803 -2.780 2.624 0.0 0.0 -0.1 0.354
N -10.407 -2.022 2.007 0.0 0.0 0.0 -0.454
H -9.544 -4.701 3.420 0.0 0.0 0.0 0.320
H -8.052 -3.893 2.882 0.0 0.0 0.1 0.033
H -8.843 -3.385 4.384 0.0 0.0 0.0 0.254
C -0.755 -9.153 1.260 -0.1 0.0 0.0 -0.370
C -0.066 -9.800 0.151 0.1 0.0 -0.1 0.224
N 0.482 -10.303 -0.723 0.0 0.0 0.0 -0.388
H -1.796 -9.473 1.292 0.0 0.0 0.0 0.185
H -0.270 -9.419 2.197 0.0 0.0 0.0 0.285
H -0.721 -8.072 1.134 0.0 0.0 0.0 0.081
C 10.444 -0.142 -3.657 0.0 0.0 0.0 -0.694
C 10.171 -0.699 -4.976 0.1 0.0 -0.1 0.440
N 9.955 -1.130 -6.018 0.1 0.0 0.1 -0.467
H 11.418 0.344 -3.658 0.0 0.0 0.0 0.298
H 9.681 0.592 -3.401 0.0 0.0 0.0 0.184
H 10.440 -0.936 -2.914 0.0 0.0 0.0 0.267
C -2.563 0.830 3.808 6.2 12.0 -1.4 -0.908
C -3.752 0.816 4.646 9.7 4.5 0.7 -0.252
N -4.694 0.816 5.304 -5.2 2.8 6.9 -0.385
H -1.841 1.541 4.208 1.0 0.8 -0.2 0.400
H -2.127 -0.168 3.788 2.5 1.1 -1.2 0.566
H -2.836 1.125 2.794 0.3 -0.2 -0.3 0.007
C -6.267 3.748 2.797 0.0 0.0 0.0 -0.916
C -5.526 3.138 1.701 0.1 0.1 -0.1 0.546
N -4.932 2.635 0.857 0.0 0.2 -0.1 -0.469
H -7.267 3.322 2.845 0.0 0.0 0.0 0.283
H -5.752 3.551 3.736 0.0 0.0 0.0 0.226
H -6.340 4.822 2.642 0.0 0.0 0.0 0.360
C -3.854 -7.818 4.537 0.0 0.0 0.0 -0.772
C -4.241 -8.338 3.232 0.0 0.0 -0.1 0.410
N -4.543 -8.747 2.202 0.1 0.0 0.0 -0.449
H -2.797 -7.558 4.530 0.0 0.0 0.0 0.262
H -4.439 -6.929 4.768 0.0 0.0 0.0 0.253
H -4.032 -8.572 5.301 0.0 0.0 0.0 0.342
C 7.500 3.710 2.714 0.0 0.0 0.1 -0.191
C 8.481 3.460 1.668 0.1 0.0 -0.1 0.305
N 9.253 3.261 0.842 -0.1 0.0 0.0 -0.404
H 6.542 3.290 2.424 0.0 0.0 0.0 -0.268
H 7.828 3.246 3.642 0.0 0.0 0.0 0.301
H 7.391 4.782 2.869 0.0 0.0 0.0 0.285

---

[2]
41
Properties=species:S:1:pos:R:3:forces:R:3:mulliken_charge:R:1 method="wB97M-V/def2-TZVPD" homo_ev=-8.216 spin_multiplicity=1 e_above_lowest_kj_mol=28.9 smiles="CSc1nn2c(Nc3cc(Cl)cc(Cl)c3)c3c(nc2c1C)CCNC3=O" charge=0 e_lumo_ev=0.272 total_energy_ev=-63250.9114
O 3.578 -0.640 0.746 0.1 -0.5 -0.1 -0.797
Cl -2.013 -3.728 -3.554 0.2 0.2 0.2 -0.195
Cl 0.480 -5.834 0.885 -0.3 0.2 -0.5 -0.213
N -1.554 0.054 -0.722 0.7 -0.6 0.2 -1.166
N 0.120 2.578 1.280 -0.3 -0.6 -0.1 -0.664
S -4.204 0.577 -1.044 0.5 0.5 -0.4 -0.133
C 3.095 0.439 1.100 1.4 -0.4 -0.5 0.393
C -2.543 0.887 -0.459 0.7 0.1 0.0 0.538
C 1.315 2.107 1.470 -0.9 -1.2 -1.2 0.559
C 1.732 0.817 0.822 -0.4 3.1 1.8 0.681
C -0.770 1.799 0.551 1.3 -0.4 0.5 -0.111
C 0.848 0.092 0.048 0.0 -2.3 -1.1 0.070
C -2.076 1.990 0.330 -3.4 1.3 0.1 0.298
C -0.700 -4.649 -1.357 0.4 0.9 0.2 -0.540
C -0.235 -2.321 -1.989 -0.9 -0.8 -0.4 -0.157
C 0.801 -3.319 -0.037 -0.3 -1.1 0.1 -0.396
C -0.923 -3.535 -2.215 1.3 -0.3 1.5 0.226
C 0.160 -4.537 -0.237 -0.5 0.9 -1.5 -0.059
C 0.620 -2.239 -0.899 -0.6 -0.7 0.5 -0.197
N -0.467 0.565 -0.057 1.6 0.2 0.0 0.536
N 1.346 -1.095 -0.554 -1.0 3.0 0.5 -0.120
N 3.956 1.327 1.708 -0.2 -0.3 0.3 -0.240
C -3.883 -0.506 -2.496 1.0 -0.5 0.7 -0.730
C -2.971 3.142 0.828 1.1 -0.7 -0.2 -1.531
C 2.245 2.892 2.372 -0.3 0.3 -0.5 -0.590
C 3.649 2.741 1.882 1.0 0.1 -1.3 -0.634
H -1.192 -5.569 -1.574 -0.3 -0.5 -0.1 0.458
H -0.454 -1.461 -2.615 0.3 -0.2 0.1 0.392
H 1.423 -3.288 0.839 0.3 0.6 0.1 0.520
H 2.321 -1.249 -0.264 -0.2 0.1 0.2 0.432
H 4.930 1.040 1.592 -0.6 0.1 0.2 0.284
H -3.696 -1.486 -2.064 -0.1 -0.2 -0.3 0.188
H -4.678 -0.562 -3.229 -0.5 0.3 0.4 0.404
H -2.973 -0.234 -3.033 -0.1 0.3 0.2 0.225
H -3.897 2.767 1.269 0.2 0.1 0.0 0.357
H -2.433 3.776 1.539 -0.1 -0.3 0.1 0.365
H -3.209 3.783 -0.006 -0.3 0.2 -0.4 0.320
H 2.182 2.516 3.386 -0.2 -0.1 0.3 0.232
H 1.957 3.961 2.361 -0.1 -0.7 0.0 0.338
H 4.406 3.218 2.548 -0.6 -0.4 -0.5 0.347
H 3.709 3.185 0.852 0.1 0.2 0.9 0.308

---

[3]
14
Properties=species:S:1:pos:R:3:forces:R:3:mulliken_charge:R:1 method="wB97M-V/def2-TZVPD" homo_ev=-9.613 spin_multiplicity=1 e_above_lowest_kj_mol=287.6 charge=0 e_lumo_ev=0.808 total_energy_ev=-8833.2222
O 1.550 -0.767 -1.083 0.2 0.0 -0.1 -0.541
C 1.085 -0.303 0.157 -0.1 0.1 0.3 -0.012
C 0.445 1.066 0.282 0.3 0.3 -0.1 -0.202
C -1.008 0.945 -0.035 -0.2 0.3 -0.2 -0.174
C -1.245 -0.465 -0.517 0.0 -0.1 -0.1 -0.747
C -0.276 -0.808 0.627 0.0 -0.6 0.0 -0.183
N -0.519 0.549 1.305 -0.2 0.0 0.2 -0.636
H 2.412 -0.359 -1.237 -0.1 -0.2 -0.1 0.323
H 1.824 -0.464 0.955 -0.1 0.2 -0.1 0.379
H 0.954 2.024 0.351 -0.2 -0.1 0.2 0.386
H -1.660 1.806 -0.149 0.3 0.0 -0.1 0.404
H -0.906 -0.670 -1.537 -0.1 -0.2 0.2 0.231
H -2.253 -0.854 -0.357 0.1 0.2 0.1 0.292
H -0.404 -1.701 1.237 0.2 0.0 -0.2 0.479